(1)
Below is a structure of composition C13H30BI2IrO3P2 in a non-equilibrium geometry, with properties calculated with ωB97M-V/def2-TZVPD.

Results
Frontier orbital gap (spin up / spin down) = 7.86 / 5.27 eV

Structure (ORCA input):
```
! RIJCOSX wB97M-V def2-TZVPD def2/J DEFGRID3
* xyz 2 5
Ir -0.103 0.302 0.705
I -2.578 0.147 -0.396
I 1.894 -0.020 -1.050
P -0.047 2.533 -0.288
P 0.140 -2.310 -0.230
O -1.351 -1.089 3.100
O 0.255 1.683 3.292
O 2.345 1.453 2.317
C -0.886 -0.555 2.171
C 2.574 1.371 3.747
C -1.244 2.896 -1.608
C 1.192 3.395 4.648
C 3.835 2.145 4.099
C 0.639 1.206 5.563
C 1.564 -3.171 -1.032
C 2.792 -0.094 4.138
C -0.445 3.850 0.934
C 1.205 1.911 4.340
C 1.522 3.192 -0.987
C -1.224 -2.839 -1.338
C -0.097 -3.451 1.186
B 0.969 1.307 2.146
H 2.429 -3.148 -0.363
H -1.078 2.216 -2.444
H 2.325 3.107 -0.251
H 1.787 2.617 -1.880
H 1.589 4.000 3.823
H 3.613 -0.500 3.535
H -1.116 3.931 -1.939
H 1.384 4.243 -1.263
H -0.014 -4.485 0.821
H 4.058 2.044 5.173
H 0.163 3.710 4.863
H 4.696 1.741 3.554
H 0.437 4.091 1.544
H -2.181 -2.698 -0.825
H 1.829 -2.663 -1.965
H 3.775 3.215 3.874
H -1.077 -3.286 1.647
H -1.213 -2.222 -2.241
H 0.695 -3.250 1.917
H 3.073 -0.189 5.196
H 1.790 3.605 5.547
H -1.266 3.533 1.592
H -0.736 4.743 0.358
H 1.286 -4.212 -1.241
H -2.261 2.754 -1.229
H 1.897 -0.710 3.969
H -0.302 1.706 5.835
H -1.082 -3.897 -1.599
H 0.424 0.154 5.346
H 1.330 1.290 6.414
*
```

---

(2)
Below is a cluster of 2 separate species, C5H8O2Si in total in a non-equilibrium geometry, with properties calculated with ωB97M-V/def2-TZVPD.

Results
Frontier orbital gap = 9.01 eV

Structure (ORCA input):
```
! RIJCOSX wB97M-V def2-TZVPD def2/J DEFGRID3
* xyz 0 1
Si -1.145 0.554 1.366
O 1.983 -1.293 1.464
O -0.235 1.688 0.966
C 1.931 -0.479 0.533
C -2.531 -0.148 0.267
C 1.603 -0.508 -1.025
C 1.732 0.992 -0.926
C 2.183 0.935 0.348
H -2.055 -0.756 -0.436
H 1.594 1.757 -1.677
H 0.636 -0.815 -1.304
H -3.184 0.509 -0.346
H 2.501 1.710 1.058
H -0.828 -0.502 2.169
H 2.394 -1.133 -1.390
H -3.230 -0.847 0.770
*
```

---

(3)
Below is a structure of composition C58H51BrF3NO6P2S4SeSm in a non-equilibrium geometry, with properties calculated with ωB97M-V/def2-TZVPD.

Results
Frontier orbital gap (spin up / spin down) = 4.21 / 4.21 eV

Structure (ORCA input):
```
! RIJCOSX wB97M-V def2-TZVPD def2/J DEFGRID3
* xyz -1 6
Sm 1.501 0.330 -1.156
Br 8.519 -1.784 3.456
Se -5.192 4.729 -0.470
S 2.408 4.873 -1.006
S 6.201 0.760 -2.343
S 4.590 4.740 -3.688
S 0.316 0.499 -3.986
P -1.460 -3.167 2.210
P -3.505 -0.502 1.882
F -0.682 -1.770 -6.517
F -0.526 -3.786 -5.452
F 1.156 -2.285 -5.321
O 0.369 2.645 -0.992
O 1.974 -1.645 -2.464
O 3.327 -0.461 2.142
O 3.128 1.484 -1.855
O 1.480 0.704 1.208
O 2.993 -1.047 0.046
N -0.937 -0.659 -1.983
C -2.218 3.580 3.652
C 7.981 -1.681 0.690
C 3.758 -0.853 1.006
C 6.505 3.097 -1.237
C -3.500 -1.510 3.392
C -0.599 -0.753 -3.277
C -3.478 3.066 4.018
C 3.851 3.233 -3.157
C -4.382 5.139 -4.389
C -5.341 4.385 -2.261
C 3.251 3.248 -5.411
C 3.225 4.455 1.366
C -1.881 -1.492 -1.472
C 4.018 3.555 0.555
C -1.944 1.765 2.150
C 2.417 5.238 0.660
C -6.250 3.615 -2.965
C -8.034 -0.221 0.668
C -4.355 5.103 -3.003
C -1.755 -7.252 2.458
C 0.745 -4.093 3.832
C 7.356 -1.677 1.920
C -2.547 -2.481 -2.280
C -3.934 1.839 3.482
C -3.117 1.114 2.619
C -1.700 -5.879 2.795
C -5.399 4.425 -5.080
C 3.218 2.557 -4.181
C 3.966 4.445 -5.292
C -6.343 3.655 -4.346
C -7.041 -0.583 -0.283
C 7.820 2.597 -1.483
C 1.522 -2.818 5.717
C -1.483 -4.937 1.806
C -5.696 -0.655 0.101
C -0.974 -1.962 -4.069
C -0.200 -2.389 -5.360
C -2.017 -2.733 -3.557
C 7.786 1.341 -2.016
C -0.172 -3.091 3.504
C -5.298 -0.419 1.448
C 7.166 -1.639 -0.445
C -0.096 -1.881 4.217
C 1.557 -3.992 4.919
C -1.308 -5.383 0.507
C -7.660 -0.106 1.988
C 4.023 2.556 -1.820
C -1.433 2.896 2.705
C -6.303 -0.248 2.372
C -1.665 -7.669 1.102
C 5.195 -1.306 0.877
C -1.347 -6.694 0.138
C -2.983 -2.973 3.189
C 5.479 2.255 -1.743
C 3.618 3.561 -0.746
C 5.775 -1.459 -0.362
C 5.984 -1.476 2.068
C 0.750 -1.748 5.341
H 2.273 -4.772 5.161
H -4.131 3.721 4.618
H -4.456 -1.601 3.900
H 2.676 2.920 -6.274
H -8.307 -0.018 2.875
H -1.226 -4.592 -0.217
H 8.624 0.757 -2.385
H 8.705 3.179 -1.236
H -4.931 -0.976 -0.599
H -2.497 -3.434 -4.277
H -2.802 -1.077 4.086
H 3.466 4.589 2.383
H 0.868 -4.928 3.132
H 9.068 -1.708 0.582
H -1.741 -8.725 0.878
H -4.813 1.373 3.915
H 2.132 -2.889 6.640
H 2.162 0.134 1.825
H -5.497 4.632 -6.172
H -7.281 -0.734 -1.340
H 2.725 1.618 -4.126
H 4.801 2.930 1.067
H -6.087 -0.142 3.401
H -3.382 -3.054 -1.937
H 5.197 -1.313 -1.251
H 1.888 6.148 0.973
H 1.111 1.387 1.774
H -0.469 2.804 -1.447
H -6.898 3.008 -2.391
H -1.787 -5.649 3.843
H -3.528 5.685 -4.908
H -0.413 3.250 2.504
H -1.850 4.537 4.063
H -7.180 3.125 -4.845
H 4.103 5.185 -6.072
H 6.279 4.055 -0.719
H -2.195 -1.291 -0.436
H -3.656 -3.596 2.545
H -1.928 -7.985 3.253
H -0.623 -0.992 3.808
H -3.616 5.666 -2.440
H 0.719 -0.748 5.749
H 2.804 -2.112 -2.350
H -9.045 -0.037 0.337
H -1.372 1.193 1.400
H -1.136 -6.992 -0.920
H -2.889 -3.497 4.152
H 1.795 -1.582 -3.423
H 5.543 -1.285 3.033
H 0.973 3.281 -1.445
H 7.656 -1.771 -1.430
*
```